11
Properties=species:S:1:pos:R:3 method="wB97M-V/def2-TZVPD" de_lowest_kj_mol=39.1 e_tot_ev=-6280.097 e_lumo_ha="0.0297 / -0.0805" homo_energy_ev="-10.73 / -10.71" spin_multiplicity=2
C 0.66987 0.01475 -0.51681
O -0.24502 -0.96960 -0.61058
C 1.17249 0.05835 0.96033
H 1.58183 -0.25217 -1.06348
H 0.29039 1.00793 -0.76393
H 1.99272 0.74912 1.08875
H 0.36791 0.34265 1.62421
H 1.54912 -0.93571 1.19206
H -1.86375 -0.49194 -0.69421
H -2.74236 0.65376 -0.36123
O -2.77322 -0.17712 -0.85510

48
Properties=species:S:1:pos:R:3 method="wB97M-V/def2-TZVPD" total_charge=+1 e_tot_ev=-58618.474 e_lumo_ha=-0.1978 homo_energy_ev=-11.58
C 0.26168 -2.51876 1.16066
O 1.56540 -1.87267 1.29334
B 1.48319 -0.44687 1.05025
O 0.26990 0.20707 1.56103
N 2.54895 0.37393 0.36767
C 2.62976 1.84065 0.35734
C 1.70062 2.97351 1.05551
B 2.09685 2.92954 2.66751
O 1.17474 2.56325 3.72291
O 3.47953 3.23579 3.07823
C 3.84155 2.41242 -0.46030
N 4.48134 1.16312 -0.90077
N 5.65606 1.20727 -1.64940
C 5.27929 0.83080 -2.89214
O 4.88331 0.22647 -3.92131
C 3.72769 -0.01873 -0.42409
P 4.19217 -1.83742 -0.71628
O 4.40008 -2.61357 0.62507
O 2.95368 -2.65419 -1.55341
O 5.67781 -1.99550 -1.57258
H -0.44622 -1.99380 0.39991
H -0.27302 -2.71531 2.17004
H 0.45614 -3.57514 0.70562
H -0.14074 0.71790 0.82153
H 1.95028 4.01802 0.60774
H 0.59851 2.71669 0.85952
H 1.54086 1.72026 4.10275
H 3.77342 2.38395 3.51501
H 4.11204 3.51392 -0.61648
H 3.08005 -3.62455 -1.39296
H 6.40865 -1.50784 -1.10165
C -3.02778 0.82747 1.00759
O -3.87398 0.71642 -0.12694
P -4.81556 -0.73181 -0.13720
O -3.79021 -1.40579 -1.05053
O -5.98182 0.02709 -1.00986
C -5.62341 0.80863 -2.13845
O -5.78838 -2.14612 -0.05778
C -6.24800 -2.72517 -1.26844
H -2.45221 1.75266 0.92840
H -3.63230 0.86336 1.91734
H -2.33920 -0.02129 1.05310
H -4.72833 0.42519 -2.63396
H -5.46279 1.84268 -1.82690
H -6.45298 0.78929 -2.84925
H -5.44954 -2.82929 -2.00471
H -7.06495 -2.13206 -1.68459
H -6.63213 -3.72145 -1.03812

13
Properties=species:S:1:pos:R:3 method="wB97M-V/def2-TZVPD" smiles="O=CCN1CC1" de_lowest_kj_mol=393.7 e_tot_ev=-7795.564 e_lumo_ha=0.0358 homo_energy_ev=-9.39
O 2.69650 0.59574 -0.99269
C 1.94805 0.75673 -0.03552
C 0.82568 -0.20480 -0.07745
N -0.41988 0.15199 0.60943
C -1.61407 0.40073 -0.18198
C -1.48547 -0.84297 0.61865
H 2.14418 1.56050 0.67984
H 1.15461 -1.18057 0.28510
H 1.31292 -0.31607 -1.21753
H -1.49804 0.32300 -1.26047
H -2.25769 1.21078 0.15716
H -2.03613 -0.97028 1.55290
H -1.29829 -1.77028 0.08085

58
Properties=species:S:1:pos:R:3 method="wB97M-V/def2-TZVPD" total_charge=+3 de_lowest_kj_mol=16.3 e_tot_ev=-41028.841 e_lumo_ha=-0.3808 homo_energy_ev=-17.63
Hf -1.64970 -0.38917 0.24639
C 0.97039 -3.29680 0.23759
C -0.38247 -2.86744 0.70650
C -1.53493 -3.07180 -0.07035
C -2.80996 -2.73588 0.40789
C -2.95895 -2.13239 1.66396
C -1.81328 -1.88911 2.43872
C -0.54943 -2.25179 1.96043
H 1.23050 -4.23007 0.74457
H 1.72680 -2.55498 0.49347
H 0.99051 -3.48078 -0.83447
H -1.44501 -3.53697 -1.04569
H -3.68764 -2.95731 -0.18869
H -3.94250 -1.88532 2.04536
H -1.91349 -1.43593 3.41821
H 0.32056 -2.07596 2.58180
C -1.45137 -0.64106 -2.87340
N -2.26066 0.05980 -1.82939
C -3.71878 -0.13139 -2.12336
C -1.94212 1.54531 -1.80614
C -2.44864 2.20098 -0.52865
C -2.90675 3.50746 -0.60312
C -3.38400 4.14618 0.53526
C -3.42853 3.48806 1.76182
C -2.98798 2.18086 1.84767
C -2.47602 1.50918 0.72353
H -1.47945 -0.07436 -3.80496
H -1.87198 -1.63045 -3.03638
H -0.41125 -0.72319 -2.55437
H -3.92555 0.24452 -3.12611
H -4.31787 0.41852 -1.39977
H -3.95523 -1.19281 -2.08343
H -2.40771 1.98144 -2.69208
H -0.86116 1.64640 -1.93038
H -2.91058 4.03169 -1.55206
H -3.74603 5.16376 0.46215
H -3.81972 3.99675 2.63262
H -3.04344 1.66947 2.80171
C 6.93863 -0.71708 -0.43064
C 5.52166 -0.26773 -0.25820
C 4.81157 -0.58598 0.91484
C 3.52411 -0.14606 1.10607
C 2.91853 0.62879 0.10185
C 3.60256 0.94852 -1.07835
C 4.89780 0.49750 -1.24437
S 1.34962 1.29647 0.22506
C 1.15655 1.75558 1.92920
O 0.27126 0.07026 0.07532
H 7.17007 -1.56709 0.20741
H 7.61833 0.09662 -0.16550
H 7.13725 -0.98184 -1.46837
H 5.29955 -1.17157 1.68345
H 3.01188 -0.38492 2.02991
H 3.13989 1.56283 -1.84161
H 5.44023 0.75278 -2.14564
H 1.32602 0.90349 2.58406
H 0.15942 2.17540 2.05019
H 1.90851 2.52861 2.09848

Result set for largest force on an atom: 1.14, 9.74, 3.80, 1.20 eV/A, one per record in the order listed.